Entry 1:
{"formula": "C25H74N12O13", "method": "ωB97M-V/def2-TZVPD", "total_energy_ev": -71624.752, "orbital_gap_ev": 8.53, "multiplicity": 1, "homo_ha": -0.299, "species": ["C", "O", "N", "N", "H", "H", "H", "H", "C", "O", "N", "N", "H", "H", "H", "H", "C", "O", "N", "N", "H", "H", "H", "H", "C", "O", "N", "N", "H", "H", "H", "H", "C", "O", "N", "N", "H", "H", "H", "H", "C", "C", "O", "H", "H", "H", "H", "H", "H", "C", "C", "O", "H", "H", "H", "H", "H", "H", "C", "C", "O", "H", "H", "H", "H", "H", "H", "C", "C", "O", "H", "H", "H", "H", "H", "H", "C", "O", "C", "C", "N", "C", "C", "O", "C", "H", "H", "H", "H", "H", "H", "H", "H", "H", "H", "H", "H", "H", "H", "H", "C", "O", "C", "C", "N", "C", "C", "O", "C", "H", "H", "H", "H", "H", "H", "H", "H", "H", "H", "H", "H", "H", "H", "H"], "xyz": [[0.928, 2.975, 3.894], [0.791, 3.427, 5.012], [1.554, 3.611, 2.868], [0.511, 1.707, 3.540], [2.010, 4.488, 3.047], [1.613, 3.250, 1.926], [-0.193, 1.380, 4.180], [0.618, 1.395, 2.589], [5.104, 0.714, -3.427], [4.907, 0.008, -4.400], [6.076, 1.686, -3.414], [4.429, 0.662, -2.243], [6.633, 1.819, -4.235], [6.393, 1.968, -2.500], [3.676, 0.016, -2.075], [4.323, 1.556, -1.781], [-2.305, 3.377, 1.003], [-1.542, 2.789, 0.262], [-3.409, 4.081, 0.567], [-2.123, 3.463, 2.351], [-3.881, 4.644, 1.250], [-3.858, 3.737, -0.261], [-1.376, 2.909, 2.735], [-2.786, 3.870, 2.984], [6.767, 0.876, 1.214], [6.886, 2.096, 1.240], [5.749, 0.283, 1.916], [7.538, 0.020, 0.492], [5.612, -0.694, 1.728], [5.134, 0.812, 2.500], [8.421, 0.368, 0.164], [7.443, -0.962, 0.678], [1.006, -1.313, -4.002], [1.128, -0.959, -2.840], [0.169, -2.307, -4.389], [1.587, -0.686, -5.076], [-0.292, -2.915, -3.737], [0.064, -2.574, -5.350], [2.280, 0.033, -4.959], [1.546, -1.162, -5.958], [4.084, 4.412, -2.435], [4.476, 4.158, -0.987], [5.434, 3.135, -0.888], [3.286, 3.711, -2.693], [4.951, 4.184, -3.057], [3.712, 5.413, -2.636], [3.571, 3.874, -0.425], [4.801, 5.084, -0.494], [5.674, 2.902, 0.025], [0.664, 5.637, -0.187], [1.901, 6.115, 0.548], [1.672, 7.286, 1.312], [0.816, 4.604, -0.507], [0.505, 6.302, -1.036], [-0.193, 5.636, 0.487], [2.770, 6.242, -0.112], [2.313, 5.377, 1.237], [1.216, 7.949, 0.786], [2.878, 0.861, 0.969], [1.616, 0.971, 0.140], [1.134, 2.311, 0.295], [3.265, -0.157, 0.944], [2.779, 1.171, 2.011], [3.680, 1.485, 0.563], [0.868, 0.270, 0.529], [1.745, 0.817, -0.933], [0.162, 2.367, 0.212], [1.817, -2.739, 1.221], [2.026, -2.424, 2.695], [1.039, -3.140, 3.405], [1.973, -3.801, 1.060], [2.350, -2.012, 0.611], [0.770, -2.507, 0.996], [1.998, -1.346, 2.900], [3.045, -2.731, 2.976], [1.114, -3.029, 4.356], [-7.634, -5.255, -2.462], [-6.868, -4.080, -2.434], [-6.769, -3.461, -3.746], [-6.416, -2.014, -3.560], [-4.995, -1.845, -3.371], [-4.606, -0.442, -3.291], [-3.102, -0.289, -3.338], [-2.677, 0.879, -2.685], [-1.321, 1.184, -2.947], [-6.982, -6.078, -2.785], [-8.447, -5.237, -3.192], [-7.989, -5.432, -1.452], [-7.739, -3.588, -4.234], [-6.002, -4.078, -4.221], [-7.024, -1.611, -2.726], [-6.847, -1.368, -4.331], [-4.645, -2.232, -2.502], [-5.038, 0.074, -2.416], [-5.010, 0.174, -4.103], [-2.730, -0.363, -4.369], [-2.605, -1.163, -2.873], [-1.135, 2.235, -3.198], [-0.931, 0.527, -3.720], [-0.695, 1.113, -2.049], [-1.925, -0.710, 0.050], [-1.893, -1.845, 0.879], [-2.782, -1.759, 1.981], [-3.203, -3.142, 2.412], [-2.059, -4.092, 2.388], [-1.860, -5.068, 3.424], [-1.968, -4.612, 4.890], [-1.603, -5.592, 5.803], [-2.674, -6.423, 6.213], [-1.556, 0.179, 0.567], [-2.861, -0.641, -0.508], [-1.223, -0.844, -0.784], [-3.651, -1.122, 1.798], [-2.197, -1.287, 2.788], [-3.907, -3.605, 1.705], [-3.772, -3.112, 3.348], [-1.278, -3.456, 2.277], [-0.830, -5.383, 3.213], [-2.357, -6.037, 3.284], [-3.000, -4.271, 5.039], [-1.340, -3.717, 4.929], [-2.825, -7.131, 5.391], [-3.605, -5.872, 6.385], [-2.468, -6.940, 7.146]], "mulliken_charge": [0.29, -0.70, -0.02, -0.27, 0.15, -0.08, 0.22, 0.11, 0.38, -0.68, -0.26, -0.02, 0.22, 0.17, 0.09, 0.04, 0.47, -0.57, -0.49, -0.32, 0.15, 0.27, 0.10, 0.18, 0.75, -0.81, -0.29, -0.39, 0.13, 0.19, 0.25, 0.17, 0.53, -0.42, -0.40, -0.41, 0.21, 0.14, 0.17, 0.15, -1.25, 0.29, -0.46, 0.21, 0.42, 0.37, -0.34, 0.63, 0.20, -0.61, 0.11, -0.59, -0.15, 0.47, 0.26, 0.19, -0.06, 0.32, -1.00, 1.02, 0.86, 0.09, 0.38, -0.19, -0.30, 0.08, -0.29, -0.56, -0.13, -0.37, 0.46, 0.16, -0.13, 0.13, 0.28, 0.25, -0.73, -0.27, -0.58, -0.71, -0.21, -0.92, -0.27, -0.38, -0.40, 0.28, 0.30, 0.23, 0.43, 0.30, 0.32, 0.48, 0.24, 0.32, 0.44, 0.46, 0.17, 0.33, 0.17, -0.05, -0.46, -0.43, -0.37, -0.71, -0.10, -0.73, -0.15, -0.38, -0.68, 0.27, 0.45, -0.12, 0.54, 0.12, 0.28, 0.33, 0.11, 0.30, 0.37, 0.28, 0.15, 0.28, 0.29, 0.26]}


Entry 2:
{"formula": "C5H11N4", "method": "ωB97M-V/def2-TZVPD", "total_charge": 1, "total_energy_ev": -11311.837, "orbital_gap_ev": [9.18, 9.18], "multiplicity": 1, "homo_ha": [-0.507, -0.507], "species": ["C", "C", "C", "C", "C", "N", "N", "N", "N", "H", "H", "H", "H", "H", "H", "H", "H", "H", "H", "H"], "xyz": [[2.420, -1.876, -2.175], [-2.114, -0.024, -0.527], [-2.524, 1.379, -0.608], [0.638, 0.577, 1.525], [1.685, -0.460, 0.965], [2.437, -1.122, -1.172], [0.145, -0.788, -1.037], [-0.883, -0.345, -0.560], [1.346, -0.809, -0.457], [3.351, -1.990, -2.607], [1.559, -2.215, -2.767], [-2.847, -0.805, -0.227], [-1.692, 2.090, -0.635], [-3.243, 1.604, -1.543], [-3.304, 1.666, 0.236], [1.094, 0.951, 2.515], [0.455, 1.365, 0.703], [-0.366, 0.092, 1.751], [2.684, 0.085, 1.081], [1.596, -1.366, 1.562]], "mulliken_charge": [-0.22, 0.03, -0.95, -1.01, -0.19, -0.85, -0.15, -0.01, 0.98, 0.30, 0.26, 0.38, 0.30, 0.34, 0.30, 0.37, 0.22, 0.28, 0.33, 0.29]}


Entry 3:
{"formula": "CH2INO", "method": "ωB97M-V/def2-TZVPD", "total_energy_ev": -12702.217, "orbital_gap_ev": [8.56, 6.91], "multiplicity": 1, "homo_ha": [-0.316, -0.281], "species": ["C", "N", "O", "I", "H", "H"], "xyz": [[0.562, -0.916, -0.039], [-0.964, 1.957, -0.066], [0.167, 2.027, 0.125], [-1.594, -0.447, -0.072], [0.980, -1.130, 0.943], [0.849, -1.492, -0.890]], "mulliken_charge": [-0.69, 0.15, -0.14, 0.10, 0.29, 0.30]}


Entry 4:
{"formula": "C3H8NOS", "method": "ωB97M-V/def2-TZVPD", "total_charge": 1, "total_energy_ev": -17606.235, "orbital_gap_ev": 9.63, "multiplicity": 1, "homo_ha": -0.499, "species": ["O", "C", "C", "C", "S", "N", "H", "H", "H", "H", "H", "H", "H", "H"], "xyz": [[-1.970, -1.386, 0.335], [-0.860, -1.328, -0.124], [0.102, -0.206, 0.320], [0.682, 0.617, -0.831], [1.493, -0.402, -2.084], [-0.764, 0.688, 1.219], [-0.503, -2.044, -0.867], [0.810, -0.663, 1.006], [1.397, 1.347, -0.450], [-0.138, 1.150, -1.304], [2.692, -0.438, -1.495], [-1.631, 0.172, 1.445], [-1.010, 1.558, 0.737], [-0.301, 0.936, 2.093]], "mulliken_charge": [-0.47, 0.04, 0.13, -1.07, -0.14, -0.34, 0.44, 0.32, 0.43, 0.42, 0.17, 0.36, 0.34, 0.36]}


Entry 5:
{"formula": "C7H14OPSr", "method": "ωB97M-V/def2-TZVPD", "total_charge": -1, "total_energy_ev": -19653.087, "orbital_gap_ev": 2.69, "multiplicity": 1, "homo_ha": 0.003, "species": ["C", "C", "C", "C", "C", "Sr", "P", "H", "H", "H", "H", "H", "H", "H", "H", "C", "C", "O", "H", "H", "H", "H", "H", "H"], "xyz": [[0.281, 0.392, -2.897], [-0.962, -0.272, -2.789], [-0.769, -1.482, -2.023], [0.618, -1.555, -1.668], [1.289, -0.406, -2.239], [-0.161, 0.195, -0.364], [-0.752, 2.836, -0.147], [0.470, 1.360, -3.376], [-1.929, 0.059, -3.195], [-1.550, -2.195, -1.744], [2.361, -0.171, -2.145], [1.082, -2.299, -1.029], [-1.705, 2.878, 0.865], [-1.246, 3.407, -1.284], [0.387, 3.491, 0.275], [-0.507, -0.692, 3.181], [0.806, -0.336, 2.573], [0.893, -1.020, 1.192], [-1.352, -0.370, 2.557], [-0.569, -0.187, 4.137], [-0.590, -1.769, 3.343], [0.908, 0.720, 2.334], [1.672, -0.676, 3.125], [1.326, -1.908, 1.318]], "mulliken_charge": [-0.43, 0.04, -0.14, -0.78, -0.18, -3.16, 0.87, 0.29, 0.20, 0.29, 0.35, 0.24, 0.05, -0.06, 0.03, -0.95, 0.70, 0.53, 0.20, 0.64, 0.03, -0.12, 0.33, 0.03]}


Entry 6:
{"formula": "C5H14N3", "method": "ωB97M-V/def2-TZVPD", "total_charge": 1, "total_energy_ev": -9875.335, "orbital_gap_ev": 9.23, "multiplicity": 1, "homo_ha": -0.454, "species": ["C", "C", "C", "C", "C", "N", "N", "N", "H", "H", "H", "H", "H", "H", "H", "H", "H", "H", "H", "H", "H", "H"], "xyz": [[0.921, -1.952, 1.790], [0.908, -0.634, 1.016], [-0.519, -0.564, 0.367], [-0.615, 0.427, -0.751], [-0.989, 0.057, -1.996], [-1.071, 0.802, -3.123], [-0.440, 1.862, -0.362], [1.024, 0.694, 1.719], [1.880, -2.459, 1.569], [0.928, -1.782, 2.861], [0.177, -2.664, 1.396], [1.676, -0.718, 0.242], [-0.701, -1.579, -0.032], [-1.272, -0.481, 1.124], [-1.392, -0.984, -2.053], [-1.453, 0.354, -3.947], [-0.467, 1.553, -3.427], [-1.118, 2.147, 0.338], [-0.491, 2.455, -1.189], [0.482, 1.926, 0.131], [0.534, 0.574, 2.597], [1.997, 0.966, 1.730]], "mulliken_charge": [-1.28, 0.26, -0.98, -0.35, 0.09, -0.51, -0.15, -0.59, 0.32, 0.30, 0.36, 0.39, 0.46, 0.33, 0.32, 0.23, 0.19, 0.36, 0.34, 0.39, 0.26, 0.25]}


The calculation returns the following relative energy (zero: lowest compared OMol25 entry of this formula, charge and spin) values, one per record and in order: 147.0 579.9 566.3 19.0 193.9 176.7 kJ/mol.